The following is a quantum chemistry calculation of a molecular structure, C51H46HfN11O6S2 at a distorted geometry, from the Open Molecules 2025 dataset.

Output
Highest occupied orbital energy in eV: -10.433
LUMO energy in eV: -2.9664
Net charge: +1
Strongest force on any atom in Eh/bohr: 0.06057
Frontier orbital gap in eV: 7.47
DFT total energy in eV: -105284.38269

XYZ file:
```
117
Properties=species:S:1:pos:R:3:forces:R:3
Hf 0.7037 -1.5696 0.5536 0.3493 0.0132 -3.0950
C -1.8047 -5.2927 -0.1274 -0.0222 -0.0225 -0.0036
C -2.4275 -5.2951 1.1233 0.0595 0.0337 0.0006
C -1.7731 -4.7155 2.1794 -0.0231 0.0405 -0.0602
C -0.5376 -4.0779 1.9751 0.2804 -0.3630 -0.1523
N -0.0236 -3.9101 0.7262 -0.2562 -0.0677 0.3125
C -0.6342 -4.5964 -0.2645 0.0338 -0.0688 -0.0541
N 0.1587 -3.7701 3.1167 0.0348 0.1296 0.3011
C 1.2264 -3.0646 3.1693 -0.1241 -0.3276 -0.0256
N 1.8214 -2.3481 2.1461 0.0266 0.1141 0.8068
C 2.8239 -1.5702 2.6924 0.3480 0.1130 -0.2116
N 3.5606 -0.7134 2.0790 -0.0281 0.1046 0.3308
C 3.6775 -0.6531 0.7105 0.3625 -0.4865 -0.1291
C 4.5818 0.2985 0.2095 -0.0296 0.0363 0.0234
C 5.0344 0.1881 -1.0809 -0.0274 -0.0620 0.0176
C 4.5868 -0.8811 -1.8619 0.0546 -0.0463 0.0017
C 3.6220 -1.7071 -1.3396 0.0787 -0.1273 -0.0362
N 3.1095 -1.5812 -0.1020 -0.0159 0.5737 0.1778
C 2.9488 -1.8791 4.1237 -0.2578 -0.2559 0.1450
C 3.8071 -1.4154 5.0996 0.0780 0.0610 -0.0064
C 3.6804 -1.9603 6.3732 0.0360 0.0159 0.0051
C 2.7301 -2.9395 6.6506 -0.0703 -0.0126 -0.0406
C 1.8583 -3.3931 5.6657 -0.0325 -0.0251 0.0485
C 1.9857 -2.8430 4.4087 0.2293 0.1939 -0.0590
H -2.2291 -5.8117 -0.9745 0.0284 -0.0009 -0.0117
H -3.3795 -5.7893 1.2649 0.0022 -0.0027 0.0185
H -2.1514 -4.7504 3.1904 0.0176 0.0009 0.0092
H -0.1302 -4.6092 -1.2187 -0.0459 0.0459 0.0158
H 4.9393 1.0585 0.8904 0.0122 -0.0233 0.0100
H 5.7675 0.8834 -1.4691 -0.0193 0.0284 0.0070
H 4.9816 -1.0653 -2.8513 -0.0168 -0.0059 -0.0029
H 3.2399 -2.5319 -1.9275 -0.0561 0.0505 -0.0153
H 4.5509 -0.6606 4.8815 -0.0040 -0.0089 -0.0310
H 4.3357 -1.6233 7.1656 0.0065 0.0033 -0.0092
H 2.6666 -3.3501 7.6494 0.0009 0.0143 0.0065
H 1.1077 -4.1443 5.8711 -0.0055 0.0106 -0.0019
C -2.4693 5.3409 3.2989 0.0368 -0.0823 0.0201
C -2.1865 3.8661 3.2250 -0.0249 -0.0272 0.0876
C -2.8161 3.0582 2.2852 -0.2554 -0.0464 0.2646
C -2.5405 1.7017 2.2085 -0.1324 -0.1436 0.1109
C -1.6354 1.1480 3.0978 -0.0001 -0.0996 -0.1945
C -1.0132 1.9295 4.0656 0.0683 -0.0516 -0.0523
C -1.2849 3.2832 4.1170 -0.0836 0.0147 -0.0801
S -1.2297 -0.5772 3.1077 0.1582 0.0775 0.3361
O 0.1357 -0.6316 3.5703 -0.0884 0.1202 0.1602
O -2.2400 -1.2975 3.8245 -0.1709 0.0005 -0.2147
N -1.1053 -1.1026 1.5744 -0.2063 0.0669 0.7455
C -2.0892 -1.4190 0.6784 -0.6553 -0.0253 -0.1093
C -3.4715 -1.4001 0.8880 0.0487 -0.0512 0.1110
C -4.2894 -1.7177 -0.1739 0.0927 0.0051 -0.0601
C -3.7275 -2.0370 -1.4101 -0.0679 -0.0054 0.0457
C -2.3565 -2.0563 -1.5230 0.2019 -0.0873 -0.2037
N -1.5407 -1.7668 -0.5027 -0.0455 0.1691 0.5799
H -3.1563 5.6546 2.5150 -0.0263 0.0176 0.0058
H -1.5460 5.9140 3.2010 -0.0008 0.0302 -0.0060
H -2.9082 5.5935 4.2652 -0.0216 0.0483 -0.0262
H -3.5350 3.4975 1.6043 0.0446 -0.0759 0.0985
H -3.0165 1.0868 1.4545 -0.0353 0.0946 0.0288
H -0.3217 1.4637 4.7543 0.0426 0.0786 0.0039
H -0.7982 3.9024 4.8607 0.0208 -0.0192 0.0131
H -3.8569 -1.1638 1.8701 -0.0309 -0.0180 -0.0201
H -5.3642 -1.7188 -0.0469 -0.0045 0.0111 0.0110
H -4.3433 -2.2770 -2.2642 0.0224 0.0064 -0.0220
H -1.8832 -2.2913 -2.4690 -0.0508 -0.0053 0.0553
N 0.8890 0.4110 0.4040 -0.2271 0.0699 0.2398
C 0.6577 1.6524 0.4614 0.2998 0.1550 -0.0364
C 1.6601 2.5316 1.1427 0.0704 -0.0475 0.0188
C 2.1598 2.1408 2.3825 -0.0736 -0.0051 -0.0222
C 3.1638 2.8748 2.9920 -0.0167 -0.0031 0.0099
C 3.7007 3.9854 2.3542 0.0045 -0.0003 0.0116
C 3.2337 4.3573 1.1012 0.0309 0.0085 -0.0310
C 2.2092 3.6401 0.5010 -0.0487 -0.0368 -0.0257
C -0.5581 2.2626 -0.1602 -0.0067 0.0420 -0.1566
C -0.9212 3.5886 0.0709 0.1699 -0.0201 -0.1623
C -2.1024 4.0963 -0.4517 0.0943 0.0272 -0.1904
C -2.9487 3.2826 -1.1906 0.0761 0.0312 0.0138
C -2.5912 1.9602 -1.4337 -0.0567 -0.0407 -0.0233
C -1.4049 1.4598 -0.9281 0.1791 0.0558 -0.0652
H 1.7588 1.2516 2.8526 -0.0259 0.0286 0.0428
H 3.5370 2.5693 3.9612 -0.0006 0.0116 -0.0008
H 4.4851 4.5586 2.8313 0.0182 -0.0129 -0.0138
H 3.6741 5.2006 0.5851 -0.0276 0.0266 0.0236
H 1.8489 3.9291 -0.4797 -0.0016 0.0201 0.0031
H -0.2923 4.2175 0.6855 -0.0207 0.0246 0.0184
H -2.3734 5.1265 -0.2591 -0.0053 0.0075 0.0157
H -3.8880 3.6734 -1.5610 0.0104 0.0078 -0.0491
H -3.2404 1.3078 -2.0064 0.0013 0.0062 -0.0117
H -1.1213 0.4339 -1.1208 -0.0046 0.0885 -0.0304
C -4.1692 0.8224 -6.0248 0.0411 -0.0308 0.0198
C -2.8395 1.4358 -5.6037 0.1353 -0.3342 0.0083
S -1.6375 0.1131 -5.4352 0.1403 0.3379 0.1545
O -1.6959 -0.7678 -6.5669 0.0295 -0.0195 -0.1471
O -1.7878 -0.4505 -4.1098 -0.0557 0.0487 0.0205
C -0.0473 0.9666 -5.4780 -0.3918 -0.1366 0.0960
C 1.1210 -0.0084 -5.3766 -0.0613 0.1096 -0.1283
N 1.0667 -0.8408 -4.1795 0.1781 -0.2372 -0.1234
C 1.2498 -0.3988 -2.9161 -0.1031 0.0426 0.2017
N 0.9523 -1.3470 -2.0291 -0.0396 -0.2927 0.1907
C 0.6131 -2.4478 -2.7598 -0.2757 0.0648 -0.1887
C 0.6559 -2.1500 -4.0799 0.1269 0.0173 0.3028
N 0.3828 -3.0577 -5.1567 -0.0881 0.0248 -0.1533
O -0.2664 -4.0405 -4.8646 0.0686 0.0023 0.0137
O 0.8287 -2.7993 -6.2576 0.0027 -0.0294 0.0517
C 1.7915 0.9539 -2.6373 -0.0743 -0.0132 0.0663
H -4.9414 1.5885 -6.0515 0.0146 0.0215 -0.0061
H -4.4723 0.0507 -5.3172 -0.0460 0.0169 0.0002
H -4.0821 0.3670 -7.0088 -0.0396 0.0132 -0.0062
H -2.8875 1.8942 -4.6163 0.0359 0.1087 -0.0200
H -2.4536 2.1473 -6.3340 -0.0232 -0.0049 -0.0187
H -0.0722 1.6855 -4.6578 0.0507 0.0335 -0.0541
H 0.0045 1.4855 -6.4348 0.0188 0.0561 0.0271
H 2.0472 0.5643 -5.3604 0.0370 -0.0549 -0.0129
H 1.1392 -0.6719 -6.2347 0.0132 0.0250 -0.0028
H 0.3404 -3.3897 -2.3306 0.0225 0.0264 -0.0274
H 2.5951 1.1933 -3.3345 0.0026 -0.0160 0.0213
H 2.1852 0.9747 -1.6281 0.0472 0.0396 0.0755
H 1.0175 1.7166 -2.7249 -0.0467 0.0566 0.0790
```
Positions in Å, forces in eV/Å.